DFT (the ωB97M-V functional and the def2-TZVPD basis) results for a cluster of 4 separate species, H7O4 in total at a distorted geometry.

Each line ends with the Löwdin charge.
Atoms and positions in Å:
O (-0.051, -0.703, -0.045)  -0.464
H (0.606, -0.603, -0.765)  -0.072
O (-2.221, -2.061, -0.862)  -0.163
H (-1.430, -1.491, -0.641)  -0.044
H (-2.678, -2.104, -0.002)  0.006
O (-0.236, 1.858, -0.695)  -0.171
H (-0.395, 0.953, -0.275)  -0.027
H (-0.317, 2.566, -0.020)  0.012
O (2.476, 0.770, 1.364)  -0.122
H (2.610, 0.570, 0.433)  0.011
H (1.636, 0.245, 1.507)  0.034

Values from the calculation:
Charge   -1
HOMO level   -4.310 eV
Spin multiplicity   1

=====

DFT (the ωB97M-V functional and the def2-TZVPD basis) results for a cluster of 4 separate species, H7O4 in total.

Each line ends with the Mulliken spin population.
Atoms and positions in Å:
O (-0.481, 0.367, -0.117)  0.943
H (-0.297, 1.320, -0.088)  -0.022
O (0.820, 0.061, -2.286)  0.088
H (0.178, -0.382, -2.850)  -0.005
H (0.480, 0.079, -1.376)  -0.011
O (2.367, 0.406, 1.532)  0.002
H (1.672, -0.077, 1.091)  -0.002
H (2.093, 1.325, 1.555)  0.000
O (-2.306, -1.154, 1.244)  0.011
H (-1.725, -0.500, 0.825)  -0.004
H (-2.802, -1.446, 0.471)  0.000

Values from the calculation:
HOMO level (spin up / spin down)   -11.445 / -11.431 eV
Spin multiplicity   2

=====

DFT (the ωB97M-V functional and the def2-TZVPD basis) results for a cluster of 40 separate species, H80O40 in total at a distorted geometry.

Each line ends with the Mulliken spin population.
Atoms and positions in Å:
H (-3.295, 3.031, 3.692)  0.002
H (-4.035, 4.493, 3.604)  0.000
O (-3.244, 3.976, 3.580)  0.003
H (1.798, 2.450, -1.188)  -0.008
H (0.842, 3.659, -1.747)  -0.013
O (1.066, 2.727, -1.766)  0.066
H (3.946, -2.352, -1.363)  -0.005
H (4.274, -1.332, -0.264)  0.003
O (4.537, -2.191, -0.612)  -0.012
H (4.309, 3.512, 1.870)  -0.001
H (4.019, 4.379, 3.278)  0.002
O (3.718, 3.856, 2.548)  -0.011
H (-0.983, 2.291, -3.628)  0.016
H (-2.274, 2.708, -4.145)  0.004
O (-1.719, 2.874, -3.364)  0.015
H (-2.616, 0.347, -6.431)  0.009
O (-2.861, 0.588, -5.528)  -0.154
H (0.939, -4.455, 3.105)  0.008
O (1.385, -3.769, 3.580)  -0.004
H (-5.286, 2.486, -3.242)  0.014
H (-5.343, 2.021, -1.776)  0.001
O (-4.747, 2.153, -2.517)  -0.041
H (-4.212, -3.209, -0.750)  0.047
H (-3.310, -4.390, -0.852)  0.070
O (-4.202, -4.112, -1.109)  -0.173
H (1.311, -3.714, 0.568)  -0.002
H (2.438, -2.698, 1.022)  -0.013
O (2.081, -3.206, 0.301)  0.063
H (-3.396, 0.622, 1.279)  0.026
H (-4.843, 0.616, 1.404)  0.013
O (-4.141, -0.024, 1.313)  -0.046
H (1.614, -6.236, -2.008)  0.002
O (1.195, -6.182, -1.147)  -0.012
H (-1.117, -1.691, -4.148)  0.296
H (-0.138, -1.078, -5.386)  0.131
O (-0.575, -0.983, -4.530)  -0.639
H (0.878, 6.763, 0.534)  0.000
H (1.443, 5.564, 0.962)  0.001
O (1.340, 6.019, 0.107)  -0.002
H (1.036, -0.040, -0.286)  0.005
H (2.531, 0.535, 0.234)  -0.004
O (1.586, 0.534, 0.263)  0.103
H (-0.861, -4.133, -1.522)  0.162
H (-1.391, -3.458, -2.681)  -0.063
O (-0.497, -3.688, -2.315)  0.037
H (-2.849, -1.849, 1.606)  0.025
H (-1.511, -2.006, 2.296)  0.018
O (-2.220, -2.528, 1.899)  -0.046
H (-4.118, -3.256, 3.355)  0.008
H (-4.454, -3.787, 2.047)  0.006
O (-4.890, -3.427, 2.819)  -0.007
H (-1.295, -1.061, -0.541)  -0.056
O (-0.488, -1.553, -0.487)  0.332
H (-1.241, 1.867, 5.599)  0.000
H (-0.577, 2.722, 4.821)  0.001
O (-0.405, 2.329, 5.695)  0.000
H (-1.754, 2.445, -0.066)  -0.026
O (-2.222, 2.084, 0.700)  0.155
H (3.574, -0.999, -5.430)  -0.002
H (2.741, -1.452, -4.308)  0.018
O (2.806, -1.571, -5.269)  -0.029
H (-1.648, 0.122, -2.389)  0.100
H (-3.040, 0.409, -1.920)  0.012
O (-2.120, 0.419, -1.596)  0.132
H (-0.220, -0.573, 1.250)  0.017
H (0.240, 0.429, 2.117)  -0.027
O (-0.558, -0.110, 2.025)  0.031
H (5.195, -0.059, -1.277)  0.002
H (5.091, 1.315, -1.830)  0.001
O (5.465, 0.815, -1.116)  -0.001
H (0.844, -1.490, -2.245)  0.008
H (0.502, -2.372, -3.480)  0.133
O (1.192, -1.879, -3.055)  0.121
H (2.922, 2.366, 0.670)  -0.008
H (2.448, 3.662, 0.064)  -0.005
O (3.155, 2.999, -0.018)  0.028
H (-3.961, -3.448, -3.100)  0.141
H (-3.440, -1.996, -3.594)  0.060
O (-3.194, -2.932, -3.472)  -0.233
H (-0.061, -6.176, 1.055)  0.015
H (-0.811, -5.510, 2.148)  0.005
O (-0.179, -5.305, 1.449)  -0.036
H (0.573, 0.519, -3.977)  0.146
H (1.326, 1.374, -3.020)  0.030
O (1.365, 1.092, -3.937)  -0.042
H (1.978, -1.039, 6.026)  0.000
H (3.059, -1.920, 5.515)  0.000
O (2.257, -1.967, 6.054)  -0.001
H (-1.177, 4.274, -1.279)  -0.004
O (-1.542, 4.637, -0.433)  -0.015
H (0.521, -1.374, 3.828)  -0.001
H (1.192, 0.078, 3.804)  0.003
O (0.625, -0.526, 4.261)  0.004
H (-0.595, -2.340, -1.025)  -0.070
H (-2.370, -0.132, -5.076)  0.114
H (-1.633, 1.490, 1.197)  -0.015
H (1.572, -3.603, 4.523)  0.001
H (1.294, -5.305, -0.822)  0.011
H (-0.901, 5.350, -0.682)  0.011
O (-4.476, 2.968, 1.497)  -0.020
H (-4.590, 3.556, 0.763)  0.005
H (-3.590, 2.586, 1.222)  -0.007
O (-0.764, 4.583, 2.859)  0.002
H (-1.615, 4.681, 3.341)  -0.001
H (-1.001, 3.902, 2.213)  0.000
O (-2.913, -0.523, 3.950)  0.015
H (-2.617, -0.749, 4.841)  -0.003
H (-3.861, -0.698, 3.948)  0.002
O (4.045, -4.742, -0.750)  -0.003
H (4.218, -4.786, 0.194)  0.000
H (3.972, -3.783, -0.917)  0.003
O (5.002, 4.551, -1.352)  0.001
H (4.581, 4.360, -2.160)  -0.001
H (4.650, 3.876, -0.766)  -0.002
O (4.058, 0.236, -3.006)  0.015
H (3.780, -0.675, -3.133)  0.005
H (3.266, 0.728, -3.295)  0.012
O (2.629, 1.526, 3.156)  0.014
H (3.412, 2.110, 3.138)  0.000
H (2.152, 1.774, 3.941)  -0.001

Values from the calculation:
Charge   -1
HOMO level (spin up / spin down)   -0.714 / -8.158 eV
Spin multiplicity   2

=====

DFT (the ωB97M-V functional and the def2-TZVPD basis) results for a cluster of 40 separate species, H80O40 in total at a distorted geometry.

Each line ends with the Löwdin charge.
Atoms and positions in Å:
H (-2.089, -0.953, -4.655)  -0.094
H (-1.385, -1.125, -5.832)  0.080
O (-2.030, -0.509, -5.412)  0.002
H (-1.514, -0.103, -2.538)  0.075
H (-1.501, 1.217, -2.124)  -0.054
O (-1.744, 0.443, -1.693)  -0.043
H (-1.949, 0.013, 3.365)  -0.015
H (-2.681, 0.742, 2.205)  0.058
O (-2.046, -0.018, 2.409)  -0.107
H (-4.061, -0.880, 0.277)  0.046
H (-3.481, 0.492, 0.076)  -0.025
O (-4.266, 0.062, 0.121)  -0.061
H (0.015, 2.684, -2.964)  -0.001
H (-1.070, 2.863, -4.067)  -0.020
O (-0.747, 2.430, -3.353)  0.027
H (-5.273, 1.109, 2.777)  0.062
O (-4.727, 0.349, 2.554)  -0.074
H (-4.566, -1.366, -1.779)  0.005
O (-4.276, -2.030, -1.099)  -0.139
H (4.116, -2.115, 4.755)  -0.029
H (3.049, -1.425, 5.618)  0.074
O (3.801, -1.285, 4.992)  -0.035
H (-0.354, -2.339, 0.418)  0.054
H (-1.315, -1.211, -0.362)  0.030
O (-1.175, -2.159, -0.183)  -0.111
H (3.723, 1.009, -4.122)  0.008
H (3.083, -0.207, -3.663)  0.039
O (3.142, 0.376, -4.482)  -0.030
H (-3.226, -4.360, 0.471)  0.030
H (-1.907, -3.675, -0.084)  0.054
O (-2.359, -4.058, 0.772)  -0.125
H (-3.248, 2.409, -4.974)  0.068
O (-3.025, 3.349, -4.790)  -0.017
H (-3.319, 2.765, -2.325)  -0.015
H (-4.507, 2.802, -1.365)  0.039
O (-4.064, 2.251, -2.050)  -0.049
H (4.506, 4.462, 1.305)  0.046
H (4.980, 3.307, 0.491)  -0.018
O (4.893, 4.248, 0.436)  -0.065
H (-0.905, -2.333, 2.370)  0.041
H (0.336, -3.437, 3.078)  0.092
O (0.012, -2.642, 2.517)  -0.099
H (-1.625, 2.430, 4.196)  0.092
H (-2.330, 3.716, 4.995)  0.124
O (-1.805, 3.488, 4.083)  -0.173
H (2.777, -1.448, 1.186)  0.085
H (3.535, -2.533, 0.403)  0.135
O (3.564, -1.409, 0.556)  -0.141
H (6.151, 0.232, 1.040)  0.070
H (5.325, -0.365, -0.042)  -0.094
O (5.773, 0.362, 0.157)  0.006
H (1.924, 3.738, 1.529)  -0.036
O (1.107, 3.830, 2.009)  -0.123
H (0.439, 0.608, 4.784)  0.004
H (0.026, 0.689, 3.409)  0.045
O (-0.360, 0.691, 4.323)  -0.040
H (0.606, 0.946, 1.842)  -0.023
O (0.201, 1.105, 1.031)  -0.014
H (0.646, -3.712, 0.834)  -0.007
H (1.421, -3.428, -0.667)  0.066
O (1.349, -3.389, 0.316)  -0.062
H (3.904, 3.491, -3.170)  0.052
H (4.171, 3.056, -1.685)  -0.019
O (4.348, 2.868, -2.581)  -0.018
H (0.717, -1.930, -3.472)  0.022
H (-0.429, -2.598, -4.196)  0.015
O (-0.244, -1.960, -3.560)  0.003
H (-6.611, -0.042, 0.040)  0.062
H (-5.999, -1.016, -0.746)  -0.003
O (-6.841, -0.995, -0.217)  -0.106
H (-3.679, -0.652, -4.009)  0.071
H (-5.081, -0.351, -3.945)  0.079
O (-4.471, -0.866, -3.391)  -0.057
H (2.853, 2.199, 4.391)  -0.027
H (3.346, 0.735, 4.571)  0.074
O (2.595, 1.359, 4.238)  -0.031
H (-1.657, 2.929, 1.366)  0.101
H (-2.128, 4.111, 2.278)  -0.082
O (-2.228, 3.791, 1.474)  -0.023
H (0.913, 4.423, -3.734)  0.054
H (0.398, 5.915, -3.584)  0.065
O (0.082, 4.986, -3.705)  -0.079
H (3.422, -2.783, -2.169)  0.077
H (2.614, -1.819, -3.202)  0.029
O (2.507, -2.411, -2.430)  -0.101
H (5.816, -1.086, -2.680)  0.055
H (4.624, -0.301, -2.332)  0.096
O (4.870, -1.231, -2.722)  -0.074
H (0.427, 1.547, -4.735)  -0.055
O (1.215, 1.736, -5.103)  0.019
H (0.053, -3.015, 4.777)  0.034
H (1.606, -3.386, 4.521)  -0.009
O (0.876, -3.435, 5.136)  -0.056
H (0.433, 3.807, 1.144)  0.122
H (-4.649, -0.337, 1.909)  0.004
H (0.701, 0.792, 0.270)  0.012
H (-3.432, -2.363, -1.607)  0.104
H (-3.191, 3.429, -3.886)  -0.027
H (1.927, 1.506, -4.603)  -0.081
O (4.291, -4.520, -0.360)  -0.091
H (5.309, -4.474, -0.069)  0.139
H (4.336, -4.690, -1.298)  0.025
O (-1.856, -1.778, 4.175)  -0.054
H (-2.190, -2.629, 3.933)  0.007
H (-2.488, -1.650, 4.916)  0.107
O (3.335, 2.212, 0.560)  -0.061
H (2.899, 1.735, -0.157)  0.026
H (3.682, 1.490, 1.115)  0.055
O (4.040, -4.063, 3.358)  -0.092
H (3.339, -4.514, 3.805)  -0.001
H (3.558, -4.038, 2.371)  0.129
O (2.097, -0.188, -1.239)  -0.079
H (1.340, -0.680, -1.338)  -0.034
H (2.564, -0.936, -0.672)  0.040
O (-4.189, 4.473, -0.254)  0.097
H (-3.645, 4.218, 0.316)  -0.129
H (-4.509, 5.299, -0.232)  0.003
O (-3.665, -4.399, 3.362)  -0.020
H (-4.367, -4.064, 2.769)  0.069
H (-3.229, -3.609, 3.212)  -0.059

Values from the calculation:
HOMO level   -9.577 eV
Spin multiplicity   1

=====

DFT (the ωB97M-V functional and the def2-TZVPD basis) results for a cluster of 40 separate species, H80O40 in total at a distorted geometry.

Each line ends with the Löwdin charge.
Atoms and positions in Å:
H (0.044, -1.513, 4.256)  0.066
H (-0.623, -2.488, 5.364)  0.045
O (-0.075, -2.463, 4.591)  -0.072
H (3.212, 3.322, -0.109)  -0.024
H (2.975, 1.870, -0.585)  0.102
O (2.529, 2.649, -0.075)  -0.086
H (-2.377, 2.101, 0.934)  0.088
H (-1.120, 2.176, -0.126)  0.034
O (-1.924, 1.655, 0.073)  -0.099
H (-2.543, -1.326, 4.492)  0.022
H (-2.901, -2.783, 3.787)  -0.005
O (-3.066, -2.131, 4.431)  -0.039
H (-1.119, 4.493, -2.969)  0.070
H (-0.085, 3.244, -2.813)  0.077
O (-0.268, 4.206, -2.515)  -0.122
H (0.566, -5.291, -1.678)  0.091
O (0.997, -4.864, -2.454)  -0.011
H (0.492, -2.521, 2.940)  0.035
O (0.647, -1.944, 2.120)  -0.073
H (-1.002, -0.775, -1.585)  0.004
H (-0.525, -2.276, -1.250)  0.003
O (-0.996, -1.518, -0.928)  -0.074
H (-4.831, 2.505, -1.303)  0.038
H (-5.457, 1.297, -2.159)  -0.038
O (-5.652, 1.857, -1.434)  -0.105
H (-4.465, -3.751, 0.640)  -0.001
H (-4.728, -4.880, 0.059)  0.027
O (-5.295, -4.177, 0.382)  -0.049
H (-4.799, 4.031, 0.047)  0.080
H (-3.174, 3.484, 0.044)  0.044
O (-4.019, 3.749, -0.455)  -0.073
H (-4.094, -2.561, -0.960)  0.056
O (-3.884, -1.915, -0.273)  -0.044
H (6.202, -1.872, -1.494)  0.084
H (5.871, -1.786, -2.893)  0.097
O (6.241, -1.140, -2.223)  -0.086
H (4.146, 1.113, 4.481)  0.010
H (3.507, 0.361, 3.249)  0.006
O (3.400, 0.595, 4.213)  -0.082
H (-1.102, 3.839, 4.837)  -0.009
H (-1.205, 5.303, 4.209)  0.035
O (-0.973, 4.749, 4.968)  -0.028
H (5.027, 3.516, -0.809)  0.014
H (4.867, 3.996, 0.680)  0.074
O (4.626, 4.211, -0.240)  -0.074
H (-1.698, 4.745, 0.066)  -0.044
H (-0.803, 5.309, -1.038)  -0.010
O (-1.506, 5.520, -0.435)  -0.035
H (2.215, -3.969, 1.237)  0.027
H (3.150, -3.696, -0.032)  0.065
O (2.977, -3.470, 0.906)  -0.059
H (4.404, -0.574, -0.120)  0.029
O (4.079, -0.380, -0.990)  -0.066
H (2.341, -0.373, 1.756)  0.053
H (2.961, -1.669, 1.966)  0.012
O (3.226, -0.766, 1.839)  -0.047
H (0.161, 1.578, 4.172)  0.075
O (-0.554, 0.877, 4.208)  -0.056
H (2.666, -0.792, -1.311)  0.011
H (1.618, -1.664, -1.927)  -0.002
O (1.666, -0.867, -1.424)  -0.075
H (-3.047, 0.526, -1.210)  0.027
H (-2.898, -0.940, -1.771)  0.035
O (-3.044, -0.005, -2.013)  -0.084
H (0.322, 2.849, 0.644)  0.028
H (1.322, 1.981, 1.239)  0.019
O (0.408, 2.196, 1.335)  -0.037
H (-3.025, 2.241, -2.722)  0.002
H (-3.214, 3.174, -4.170)  0.029
O (-3.016, 3.010, -3.275)  -0.013
H (1.880, 3.461, -1.737)  -0.028
H (3.039, 4.355, -1.844)  0.028
O (2.433, 3.838, -2.402)  -0.060
H (2.551, 5.015, 3.690)  0.039
H (2.398, 5.714, 2.379)  0.031
O (2.714, 4.890, 2.746)  -0.050
H (-2.053, -4.525, 1.282)  -0.023
H (-1.066, -4.254, 2.298)  0.020
O (-1.791, -4.904, 2.116)  -0.079
H (5.341, -2.083, 0.944)  0.076
H (4.481, -3.021, 0.463)  -0.037
O (5.328, -2.695, 0.164)  -0.059
H (-4.389, 0.769, 2.780)  0.026
H (-3.917, 2.214, 3.047)  0.077
O (-4.306, 1.614, 2.340)  -0.061
H (-2.404, -3.176, -0.973)  -0.003
H (-1.757, -4.796, -1.000)  0.054
O (-1.998, -3.956, -0.644)  -0.023
H (-1.568, 4.515, 2.167)  0.055
O (-1.764, 3.645, 1.860)  -0.012
H (-2.784, -1.104, 1.894)  0.083
H (-1.853, 0.039, 1.552)  0.004
O (-1.919, -0.668, 2.189)  -0.067
H (4.932, -0.473, -1.494)  0.024
H (0.432, -4.143, -2.598)  -0.006
H (-0.418, 0.360, 3.437)  -0.040
H (-0.144, -1.798, 1.592)  0.023
H (-4.198, -1.035, -0.455)  0.053
H (-0.936, 3.292, 1.693)  -0.039
O (0.437, -4.818, 1.427)  -0.090
H (0.616, -4.811, 2.401)  0.088
H (0.532, -5.774, 1.222)  0.094
O (-0.183, 0.556, -2.267)  -0.070
H (0.145, 0.237, -3.075)  0.011
H (0.658, 0.419, -1.736)  0.047
O (3.307, -3.913, -2.751)  -0.137
H (2.384, -4.367, -2.817)  -0.011
H (3.972, -4.641, -2.912)  0.058
O (-4.485, -0.661, -4.067)  -0.094
H (-5.387, -0.265, -4.384)  0.107
H (-4.088, -0.099, -3.428)  -0.066
O (-1.282, -1.006, -5.482)  -0.077
H (-1.373, -0.513, -6.303)  0.040
H (-2.138, -0.589, -5.108)  0.074
O (5.475, 1.943, -0.928)  -0.031
H (6.062, 1.425, -1.572)  0.117
H (4.770, 1.358, -0.860)  -0.041
O (0.430, -2.189, -3.386)  -0.047
H (-0.513, -2.072, -3.584)  0.052
H (0.639, -2.491, -4.277)  0.079

Values from the calculation:
HOMO level   -10.358 eV
Spin multiplicity   1